{
  "formula": "C43H28CeN12O5S2",
  "method": "ωB97M-V with the def2-TZVPD basis set",
  "elements": ["Ce", "C", "C", "C", "C", "C", "N", "C", "C", "C", "C", "C", "C", "C", "C", "N", "C", "N", "C", "N", "C", "N", "C", "N", "C", "N", "C", "C", "C", "C", "C", "C", "C", "C", "C", "C", "C", "C", "C", "C", "N", "H", "H", "H", "H", "H", "H", "H", "H", "H", "H", "H", "H", "H", "H", "H", "H", "N", "C", "C", "C", "C", "C", "C", "S", "O", "O", "N", "C", "N", "C", "C", "C", "N", "H", "H", "H", "H", "H", "H", "H", "H", "H", "C", "S", "O", "O", "O", "H", "H", "H"],
  "positions_angstrom": [[-10.86957, -18.08661, -4.38993], [-17.41378, -18.54712, -1.78348], [-17.45050, -19.83106, -2.22649], [-16.31967, -20.45572, -2.87373], [-15.20370, -19.69584, -3.20186], [-13.80360, -19.96740, -3.55829], [-13.37944, -21.13508, -3.97274], [-12.17425, -21.56317, -4.28208], [-11.95085, -23.07399, -4.26519], [-12.82397, -24.09993, -4.08735], [-12.23511, -25.36343, -3.63239], [-10.93201, -25.39633, -3.16689], [-10.05301, -24.27882, -3.29213], [-10.57257, -23.17925, -3.94952], [-10.03531, -21.79890, -3.96638], [-8.87082, -21.47148, -3.46712], [-8.58090, -20.38732, -2.84817], [-9.40003, -19.29908, -2.57201], [-8.71631, -18.52825, -1.67782], [-9.04099, -17.44285, -0.99579], [-10.17990, -16.81105, -1.18912], [-11.10740, -17.14501, -2.13127], [-12.28672, -16.40987, -1.83594], [-13.50932, -16.73654, -2.22157], [-13.82587, -17.88641, -2.78078], [-13.04490, -18.83473, -3.35250], [-15.20784, -18.36588, -2.65074], [-16.19331, -17.82415, -1.85674], [-12.00550, -15.44731, -0.81899], [-12.77354, -14.48714, -0.19525], [-12.32977, -13.93141, 1.04006], [-11.18681, -14.52168, 1.64869], [-10.35444, -15.35570, 0.92302], [-10.70513, -15.81522, -0.32294], [-7.38020, -19.05132, -1.46936], [-6.26120, -18.67417, -0.73055], [-5.08840, -19.44726, -0.88226], [-5.09581, -20.66484, -1.54363], [-6.23190, -21.15299, -2.12479], [-7.34146, -20.29244, -2.18198], [-11.02627, -20.84424, -4.33101], [-18.34816, -18.11125, -1.38354], [-18.37155, -20.39400, -2.16813], [-16.34482, -21.51325, -3.08683], [-13.89728, -23.96832, -4.16670], [-12.80170, -26.28711, -3.66788], [-10.53468, -26.34522, -2.84028], [-8.97575, -24.30685, -3.01984], [-16.06278, -16.80267, -1.52050], [-13.67986, -14.12966, -0.69201], [-12.91229, -13.14209, 1.49529], [-10.88386, -14.27256, 2.61529], [-9.37941, -15.60231, 1.34006], [-6.31968, -17.76738, -0.15015], [-4.15635, -19.05498, -0.53670], [-4.21175, -21.29479, -1.67708], [-6.23740, -22.12693, -2.65345], [-15.61669, -22.00590, -10.62529], [-15.30444, -20.99343, -9.75148], [-15.21714, -19.69246, -10.25231], [-14.58864, -18.67795, -9.57010], [-14.06641, -18.96885, -8.32203], [-14.26348, -20.21466, -7.69522], [-14.91330, -21.20721, -8.41857], [-13.25792, -17.72261, -7.37967], [-14.17614, -17.50270, -6.29079], [-12.91256, -16.68057, -8.29289], [-11.87723, -18.33115, -6.61591], [-10.84636, -18.82749, -7.29539], [-10.86737, -18.95275, -8.64248], [-9.74021, -19.29704, -9.23281], [-8.51997, -19.45382, -8.55146], [-8.60132, -19.36165, -7.16342], [-9.75346, -19.02086, -6.55018], [-16.22564, -21.71711, -11.40761], [-15.62648, -22.93909, -10.25275], [-15.60131, -19.56047, -11.25707], [-14.43295, -17.68020, -10.03487], [-13.87086, -20.38294, -6.70145], [-14.87625, -22.20436, -7.95437], [-9.81595, -19.49089, -10.29903], [-7.54388, -19.65118, -9.02373], [-7.71342, -19.42408, -6.54710], [-10.69608, -14.16360, -6.31241], [-10.74141, -15.18864, -4.80601], [-9.56045, -16.16992, -4.86624], [-10.73707, -14.37493, -3.62432], [-11.94619, -16.04431, -4.93727], [-9.64361, -13.86164, -6.33615], [-11.36627, -13.29676, -6.30278], [-10.87707, -14.83899, -7.12437]],
  "forces_ev_per_angstrom": [[0.016, -2.740, 0.881], [0.305, 1.525, 0.625], [1.217, -1.772, -1.568], [-0.731, 0.461, 0.122], [-0.771, 1.063, 2.269], [0.484, 1.235, -0.448], [-0.966, -0.834, -0.876], [-0.178, -0.212, -0.029], [0.930, 2.142, 0.926], [0.671, -2.399, 0.775], [-0.808, 1.924, -0.621], [0.959, 0.514, -0.842], [-0.096, -0.881, -0.680], [-0.003, 0.778, 0.470], [-1.161, 1.722, -0.956], [-0.589, -2.723, -1.087], [-0.950, 1.751, 0.513], [0.701, 0.223, -0.066], [0.598, -0.033, -0.217], [-0.115, 0.609, -0.042], [-0.615, -1.385, -1.122], [-1.457, 1.237, 1.151], [1.083, -1.536, -1.464], [0.716, 0.656, 0.477], [-0.584, -0.322, -0.229], [-0.448, -0.417, 0.014], [1.047, -0.872, -0.164], [-1.208, -0.077, -1.257], [1.407, -0.388, 1.041], [0.034, 1.132, 0.831], [0.222, -1.784, -1.004], [-1.025, 0.808, -1.969], [1.016, -0.035, 0.444], [-2.173, 1.578, 0.414], [0.898, -2.366, -0.145], [0.271, -0.329, -0.715], [-0.897, 0.961, 0.306], [0.601, -0.741, -0.184], [-1.272, -0.087, -1.204], [1.534, 1.097, 1.290], [0.454, -2.303, 1.296], [0.819, -0.139, -0.001], [0.008, -0.141, 0.174], [-0.111, -0.134, -0.161], [0.118, -0.069, -0.250], [-0.186, 0.185, 0.288], [0.057, -0.063, 0.270], [-1.039, -0.007, 0.068], [-0.089, -0.142, 0.281], [0.196, -0.177, 0.334], [0.068, -0.111, 0.230], [0.337, 0.669, 1.400], [-0.240, -0.289, 0.032], [0.324, 0.158, 0.085], [0.386, 0.103, 0.515], [0.028, 0.506, 0.420], [-0.104, 0.759, 0.401], [-0.703, 0.216, -0.698], [0.718, 0.705, 0.875], [-0.417, -0.372, -0.486], [0.381, 0.583, -0.189], [0.349, -0.654, 0.895], [-0.250, 0.898, -1.356], [0.853, -0.754, 0.354], [0.479, -1.130, 1.406], [0.299, 0.442, -0.017], [0.260, 0.876, -0.282], [-2.267, -0.099, -0.903], [0.138, 1.065, -1.390], [0.033, -0.656, -0.216], [0.259, -0.132, 0.281], [0.255, -0.317, 0.474], [-0.941, 0.978, -0.559], [1.803, -0.895, 0.073], [0.590, -0.897, 0.865], [-0.468, -0.006, -0.285], [0.121, 0.317, -0.109], [-0.147, -0.868, 0.529], [-0.068, -0.095, 0.037], [-0.462, 0.290, -0.461], [0.132, 0.227, -0.063], [-0.825, 0.020, 0.091], [-0.072, -0.217, 0.161], [1.109, -0.360, 1.148], [0.132, -0.488, -0.205], [-0.846, 2.055, -0.336], [0.303, 0.488, -0.392], [0.028, 1.022, 0.051], [-0.212, 0.257, -0.170], [0.073, -0.500, 0.322], [-0.324, -0.286, -0.490]],
  "homo_ev": [-3.587, -3.552],
  "spin_multiplicity": 2,
  "lumo_ev": [1.32, 1.32],
  "fmax_ha_per_bohr": 0.0582,
  "charge": -1
}